Below is C17H18N4O2 as an isolated structure, with properties calculated with ωB97M-V with the def2-TZVPD basis set.

molecular weight = 310.36 g/mol

Geometry as ORCA input:
```
! RIJCOSX wB97M-V def2-TZVPD def2/J DEFGRID3
* xyz 0 1
C 2.76604 3.22577 0.57153
C 3.47116 2.05963 0.24213
C 4.72376 1.85716 0.72055
C 5.61926 0.87811 0.50152
C 5.15566 0.09688 -0.36059
C 4.04280 0.03411 -0.86940
C 3.30053 1.08212 -0.46484
N 1.88320 1.23175 -1.37554
C 0.73884 1.25423 -0.70327
O 0.56875 1.33620 0.62513
C -0.44101 0.96712 -1.65944
C -0.41949 -0.10615 -2.58970
C 0.11670 -1.09561 -1.67221
O 1.25156 -1.83806 -2.07878
N -0.53700 -1.70110 -0.74428
N -1.60371 -1.38605 -0.20546
C -2.27994 -1.70637 0.92002
C -3.49738 -1.30814 1.26617
C -4.25393 -1.82931 2.25918
N -5.25327 -1.48825 2.83933
C -5.97227 -0.41632 2.02266
C -5.34945 -0.09121 0.91813
C -4.25136 -0.47521 0.39545
H -3.74547 -0.11056 -0.40684
H -6.16106 0.82229 0.07347
H -7.03333 -0.23301 2.48448
H -3.64340 -2.37250 3.10852
H -1.80929 -2.62201 1.27182
H 0.06838 -2.55280 -0.02464
H 0.04429 0.03289 -3.27331
H -1.53696 -0.45653 -2.79564
H -0.58015 2.12208 -2.19710
H -1.39830 1.01705 -0.86798
H 1.89386 0.91762 -2.14948
H 3.63223 -0.71415 -1.58208
H 5.83039 -1.15251 -0.73627
H 6.58108 0.87004 0.82288
H 5.32339 2.51198 1.61177
H 1.97628 2.98384 1.12380
H 3.52640 3.93022 0.95468
H 2.34411 3.63615 -0.23580
*
```

---

Below is one molecule with the formula C17H18N4O2S2, with properties calculated with ωB97M-V with the def2-TZVPD basis set.

molecular weight = 374.49 g/mol

Geometry as ORCA input:
```
! RIJCOSX wB97M-V def2-TZVPD def2/J DEFGRID3
* xyz 0 1
C 1.32524 -1.67293 4.40140
O 1.63963 -1.92703 3.05686
C 2.97517 -2.35387 2.86216
C 3.23743 -2.56076 1.37166
C 3.23990 -1.24618 0.59399
N 1.92568 -0.64834 0.60244
C 1.35111 -0.12120 -0.49828
O 1.90897 -0.02486 -1.57142
C -0.07654 0.29270 -0.27713
C -1.00599 -0.10764 -1.20414
C -2.35810 0.17066 -0.94790
S -3.61931 -0.41001 -2.07717
C -3.02849 0.29649 -3.54264
N -2.06526 1.14666 -3.63706
N -1.84189 1.55324 -4.87548
C -2.61232 1.04587 -5.76329
C -2.55859 1.35162 -7.20720
S -3.78679 -0.08742 -5.08362
N -2.80036 0.76156 0.11778
C -1.90913 1.21597 1.02010
C -2.39963 1.90275 2.14862
C -1.53148 2.41462 3.07204
C -0.14680 2.27323 2.89651
C 0.35758 1.59877 1.81757
C -0.50641 1.02857 0.86106
H 1.96318 -0.88212 4.81493
H 0.28624 -1.34988 4.42308
H 1.44192 -2.57522 5.01279
H 3.14214 -3.29547 3.40712
H 3.66810 -1.60020 3.26829
H 4.20611 -3.04747 1.25614
H 2.46620 -3.21860 0.96909
H 3.52118 -1.40747 -0.45045
H 3.96580 -0.55406 1.04106
H 1.38883 -0.80488 1.44518
H -0.70140 -0.64221 -2.08882
H -2.38510 0.44194 -7.78005
H -1.75205 2.05622 -7.38973
H -3.50209 1.78485 -7.53634
H -3.46755 2.02025 2.24121
H -1.90476 2.94722 3.93416
H 0.52485 2.71178 3.61988
H 1.42481 1.52284 1.67558
*
```

---

Frontier orbital gap for every record listed, in sequence, given in eV: 7.15; 8.49.
E for every record listed, in sequence, given in Eh: -1027.3996; -1824.4835.